The following is a quantum chemistry calculation of C6H13NO2 in the gas phase in a non-equilibrium geometry, from the OMol25 dataset.

Summary:
ΔE to the lowest compared entry with this formula, charge and spin ... 157.84 kJ/mol
HOMO energy ... -0.37425 hartree
F_max ... 0.104 Eh/bohr
Gap between HOMO and LUMO ... 0.40018 Ha
2S+1 ... 1
Structure (SMILES) ... CC(C)C[C@H](N)C(=O)O
LUMO level ... 0.0259 Eh

Atoms and positions in Å:
C1 1.80 -1.51 -0.63
C2 1.99 -0.27 0.33
C3 2.55 0.82 -0.41
C4 0.69 0.10 1.04
C5 -0.47 0.41 0.02
N1 -0.87 1.82 0.08
C6 -1.67 -0.49 -0.02
O1 -1.89 -1.40 0.66
O2 -2.67 0.08 -0.83
H1 2.43 -2.34 -0.36
H2 1.76 -1.29 -1.69
H3 0.73 -1.88 -0.61
H4 2.51 -0.62 1.18
H5 1.87 0.99 -1.25
H6 2.51 1.82 0.13
H7 3.53 0.69 -0.85
H8 0.43 -0.53 1.92
H9 1.00 1.11 1.41
H10 -0.14 0.21 -1.01
H11 -0.03 2.34 -0.12
H12 -0.98 1.99 1.05
H13 -2.35 1.01 -0.98

---

The following is a quantum chemistry calculation of a molecular structure, C31H40N5O2ReS2, from the OMol25 dataset.

Summary:
ΔE to the lowest compared entry with this formula, charge and spin ... 0.00 kJ/mol
Charge ... +3
Expectation value of S² ... 3.81
HOMO energy (alpha / beta) ... -0.56033 / -0.56032 hartree
F_max ... 0.017 Eh/bohr
Gap between HOMO and LUMO (alpha / beta) ... 0.26405 / 0.17923 Ha
2S+1 ... 4
LUMO level (alpha / beta) ... -0.2963 / -0.3811 Eh

Atoms and positions in Å:
Re1 -0.88 0.62 -0.67
N1 0.01 0.43 -2.68
C1 -0.44 -0.85 -3.35
C2 -1.08 -1.77 -2.31
N2 -2.18 -1.08 -1.59
C3 -2.74 -1.91 -0.47
C4 -2.09 -1.64 0.87
N3 -1.90 -0.16 1.07
C5 -3.27 -0.56 -2.45
C6 -3.85 0.67 -1.78
N4 -2.71 1.57 -1.45
H1 -0.04 1.20 -3.35
H2 1.00 0.34 -2.45
H3 0.41 -1.37 -3.78
H4 -1.11 -0.61 -4.17
H5 0.51 -2.66 -1.42
H6 -1.40 -2.71 -2.76
H7 -2.66 -2.98 -0.71
H8 -3.81 -1.68 -0.41
H9 -1.10 -2.10 0.92
H10 -2.70 -2.06 1.67
H11 -1.36 -0.01 1.91
H12 -2.79 0.29 1.24
H13 -4.04 -1.32 -2.61
H14 -2.88 -0.29 -3.43
H15 -4.36 0.42 -0.85
H16 -4.57 1.17 -2.43
H17 -3.00 2.31 -0.82
H18 -2.42 2.06 -2.30
O1 -0.19 -1.97 -1.25
S1 1.51 -4.71 -0.96
C7 2.38 -4.43 0.61
C8 2.38 -3.00 1.14
C9 3.11 -2.03 0.22
C10 3.43 -0.66 0.82
S2 2.03 0.53 0.95
O2 1.04 0.08 -0.18
C11 2.90 1.98 0.39
C12 3.94 2.41 1.21
C13 4.68 3.52 0.83
C14 4.37 4.19 -0.35
C15 3.32 3.76 -1.15
C16 2.57 2.65 -0.78
C17 -0.12 -5.26 -0.48
C18 -0.90 -5.80 -1.49
C19 -2.19 -6.24 -1.22
C20 -2.70 -6.16 0.07
C21 -1.92 -5.62 1.08
C22 -0.64 -5.15 0.81
H19 3.40 -4.75 0.41
H20 1.97 -5.13 1.34
H21 2.86 -3.01 2.12
H22 1.35 -2.65 1.30
H23 2.57 -1.90 -0.72
H24 4.09 -2.45 -0.05
H25 4.19 -0.15 0.24
H26 3.78 -0.75 1.85
H27 4.18 1.90 2.14
H28 5.49 3.86 1.46
H29 4.96 5.05 -0.64
H30 3.08 4.29 -2.06
H31 1.74 2.33 -1.39
H32 -0.49 -5.92 -2.49
H33 -2.78 -6.69 -2.01
H34 -3.69 -6.54 0.29
H35 -2.30 -5.58 2.09
H36 -0.04 -4.75 1.62
N5 -0.16 9.00 4.62
C23 -0.24 8.04 4.00
C24 -0.33 6.84 3.22
C25 0.82 6.10 2.94
C26 0.73 4.94 2.20
C27 -0.52 4.51 1.73
C28 -1.68 5.26 2.02
C29 -1.59 6.41 2.76
C30 -0.61 3.32 0.99
C31 -0.65 2.29 0.31
H37 1.78 6.45 3.31
H38 1.62 4.37 1.98
H39 -2.64 4.92 1.66
H40 -2.47 7.00 2.99

---

The following is a quantum chemistry calculation of a molecular structure, C18H19IrNO2S2 in a non-equilibrium geometry, from the OMol25 dataset.

Summary:
Charge ... +1
Expectation value of S² ... 6.04
HOMO energy (alpha / beta) ... -0.38899 / -0.39955 hartree
F_max ... 0.029 Eh/bohr
Gap between HOMO and LUMO (alpha / beta) ... 0.28424 / 0.16297 Ha
2S+1 ... 5
LUMO level (alpha / beta) ... -0.1047 / -0.2366 Eh

Atoms and positions in Å:
Ir1 -0.82 0.09 -0.10
C1 -3.15 0.42 2.19
C2 -2.15 1.20 1.39
C3 -0.95 1.66 1.98
C4 -0.19 2.68 1.39
C5 1.05 3.17 2.06
C6 -0.64 3.26 0.20
C7 -1.78 2.79 -0.45
C8 -2.27 3.47 -1.68
C9 -2.48 1.71 0.11
H1 -3.69 1.13 2.82
H2 -2.67 -0.31 2.84
H3 -3.87 -0.08 1.55
H4 -0.69 1.32 2.97
H5 0.80 3.82 2.89
H6 1.66 3.74 1.37
H7 1.62 2.34 2.45
H8 -0.12 4.11 -0.20
H9 -2.68 4.44 -1.41
H10 -3.06 2.88 -2.15
H11 -1.46 3.63 -2.39
H12 -3.44 1.45 -0.32
S1 -2.77 -1.57 -0.62
C10 -1.49 -2.68 -0.55
N1 -0.28 -2.20 -0.36
C11 0.67 -3.17 -0.42
C12 2.06 -3.00 -0.32
C13 2.87 -4.11 -0.43
C14 2.33 -5.39 -0.60
C15 0.96 -5.58 -0.70
C16 0.14 -4.47 -0.62
S2 -1.59 -4.41 -0.77
H13 2.46 -2.01 -0.17
H14 3.94 -3.99 -0.38
H15 2.98 -6.24 -0.65
H16 0.55 -6.57 -0.84
C17 3.20 1.14 -1.81
O1 1.77 1.02 -2.00
C18 1.05 0.57 -1.03
O2 1.49 0.26 0.09
H17 3.52 2.00 -2.40
H18 3.68 0.23 -2.17
H19 3.42 1.28 -0.75

---

Repeat the second record exactly.
The following is a quantum chemistry calculation of a molecular structure, C31H40N5O2ReS2, from the OMol25 dataset.

Summary:
ΔE to the lowest compared entry with this formula, charge and spin ... 0.00 kJ/mol
Charge ... +3
Expectation value of S² ... 3.81
HOMO energy (alpha / beta) ... -0.56033 / -0.56032 hartree
F_max ... 0.017 Eh/bohr
Gap between HOMO and LUMO (alpha / beta) ... 0.26405 / 0.17923 Ha
2S+1 ... 4
LUMO level (alpha / beta) ... -0.2963 / -0.3811 Eh

Atoms and positions in Å:
Re1 -0.88 0.62 -0.67
N1 0.01 0.43 -2.68
C1 -0.44 -0.85 -3.35
C2 -1.08 -1.77 -2.31
N2 -2.18 -1.08 -1.59
C3 -2.74 -1.91 -0.47
C4 -2.09 -1.64 0.87
N3 -1.90 -0.16 1.07
C5 -3.27 -0.56 -2.45
C6 -3.85 0.67 -1.78
N4 -2.71 1.57 -1.45
H1 -0.04 1.20 -3.35
H2 1.00 0.34 -2.45
H3 0.41 -1.37 -3.78
H4 -1.11 -0.61 -4.17
H5 0.51 -2.66 -1.42
H6 -1.40 -2.71 -2.76
H7 -2.66 -2.98 -0.71
H8 -3.81 -1.68 -0.41
H9 -1.10 -2.10 0.92
H10 -2.70 -2.06 1.67
H11 -1.36 -0.01 1.91
H12 -2.79 0.29 1.24
H13 -4.04 -1.32 -2.61
H14 -2.88 -0.29 -3.43
H15 -4.36 0.42 -0.85
H16 -4.57 1.17 -2.43
H17 -3.00 2.31 -0.82
H18 -2.42 2.06 -2.30
O1 -0.19 -1.97 -1.25
S1 1.51 -4.71 -0.96
C7 2.38 -4.43 0.61
C8 2.38 -3.00 1.14
C9 3.11 -2.03 0.22
C10 3.43 -0.66 0.82
S2 2.03 0.53 0.95
O2 1.04 0.08 -0.18
C11 2.90 1.98 0.39
C12 3.94 2.41 1.21
C13 4.68 3.52 0.83
C14 4.37 4.19 -0.35
C15 3.32 3.76 -1.15
C16 2.57 2.65 -0.78
C17 -0.12 -5.26 -0.48
C18 -0.90 -5.80 -1.49
C19 -2.19 -6.24 -1.22
C20 -2.70 -6.16 0.07
C21 -1.92 -5.62 1.08
C22 -0.64 -5.15 0.81
H19 3.40 -4.75 0.41
H20 1.97 -5.13 1.34
H21 2.86 -3.01 2.12
H22 1.35 -2.65 1.30
H23 2.57 -1.90 -0.72
H24 4.09 -2.45 -0.05
H25 4.19 -0.15 0.24
H26 3.78 -0.75 1.85
H27 4.18 1.90 2.14
H28 5.49 3.86 1.46
H29 4.96 5.05 -0.64
H30 3.08 4.29 -2.06
H31 1.74 2.33 -1.39
H32 -0.49 -5.92 -2.49
H33 -2.78 -6.69 -2.01
H34 -3.69 -6.54 0.29
H35 -2.30 -5.58 2.09
H36 -0.04 -4.75 1.62
N5 -0.16 9.00 4.62
C23 -0.24 8.04 4.00
C24 -0.33 6.84 3.22
C25 0.82 6.10 2.94
C26 0.73 4.94 2.20
C27 -0.52 4.51 1.73
C28 -1.68 5.26 2.02
C29 -1.59 6.41 2.76
C30 -0.61 3.32 0.99
C31 -0.65 2.29 0.31
H37 1.78 6.45 3.31
H38 1.62 4.37 1.98
H39 -2.64 4.92 1.66
H40 -2.47 7.00 2.99

---

Please write out number 3 again, unchanged.
The following is a quantum chemistry calculation of a molecular structure, C18H19IrNO2S2 in a non-equilibrium geometry, from the OMol25 dataset.

Summary:
Charge ... +1
Expectation value of S² ... 6.04
HOMO energy (alpha / beta) ... -0.38899 / -0.39955 hartree
F_max ... 0.029 Eh/bohr
Gap between HOMO and LUMO (alpha / beta) ... 0.28424 / 0.16297 Ha
2S+1 ... 5
LUMO level (alpha / beta) ... -0.1047 / -0.2366 Eh

Atoms and positions in Å:
Ir1 -0.82 0.09 -0.10
C1 -3.15 0.42 2.19
C2 -2.15 1.20 1.39
C3 -0.95 1.66 1.98
C4 -0.19 2.68 1.39
C5 1.05 3.17 2.06
C6 -0.64 3.26 0.20
C7 -1.78 2.79 -0.45
C8 -2.27 3.47 -1.68
C9 -2.48 1.71 0.11
H1 -3.69 1.13 2.82
H2 -2.67 -0.31 2.84
H3 -3.87 -0.08 1.55
H4 -0.69 1.32 2.97
H5 0.80 3.82 2.89
H6 1.66 3.74 1.37
H7 1.62 2.34 2.45
H8 -0.12 4.11 -0.20
H9 -2.68 4.44 -1.41
H10 -3.06 2.88 -2.15
H11 -1.46 3.63 -2.39
H12 -3.44 1.45 -0.32
S1 -2.77 -1.57 -0.62
C10 -1.49 -2.68 -0.55
N1 -0.28 -2.20 -0.36
C11 0.67 -3.17 -0.42
C12 2.06 -3.00 -0.32
C13 2.87 -4.11 -0.43
C14 2.33 -5.39 -0.60
C15 0.96 -5.58 -0.70
C16 0.14 -4.47 -0.62
S2 -1.59 -4.41 -0.77
H13 2.46 -2.01 -0.17
H14 3.94 -3.99 -0.38
H15 2.98 -6.24 -0.65
H16 0.55 -6.57 -0.84
C17 3.20 1.14 -1.81
O1 1.77 1.02 -2.00
C18 1.05 0.57 -1.03
O2 1.49 0.26 0.09
H17 3.52 2.00 -2.40
H18 3.68 0.23 -2.17
H19 3.42 1.28 -0.75

---

Question: Which value of 2S+1 does entry 3 give?
Answer: 5